Entry 1:
Entry from the Open Molecules 2025 dataset: a molecular structure, C20H28F3O5PdS at a distorted geometry (wB97M-V/def2-TZVPD).

Geometry (Å):
O -0.25 -0.35 -3.28
C -0.03 0.93 -4.02
C -0.06 0.30 -5.39
H 0.96 1.34 -3.81
H -0.83 1.68 -3.84
C -0.08 -1.03 -4.56
H 0.85 0.46 -5.97
H -0.98 0.45 -5.98
C 1.26 -1.70 -4.75
H 2.07 -1.01 -4.50
H 1.32 -1.97 -5.81
H 1.34 -2.59 -4.14
C -1.24 -1.91 -4.98
H -2.21 -1.40 -4.88
H -1.23 -2.84 -4.42
H -1.09 -2.16 -6.04
Pd -0.93 -0.98 1.97
C -2.47 -1.15 3.88
C -2.07 0.20 3.96
C -2.32 0.83 2.71
H -1.71 0.70 4.86
C -2.89 -0.16 1.82
C -3.02 -1.39 2.58
H -3.45 -2.32 2.21
H -2.38 -1.88 4.68
H -2.18 1.88 2.47
H -3.19 0.01 0.79
C 0.42 -2.04 3.75
C -0.22 -2.92 2.80
C 0.43 -2.70 1.51
H -1.01 -3.62 3.00
C 1.49 -1.74 1.71
C 1.50 -1.38 3.09
H 2.26 -0.79 3.58
H 0.19 -1.97 4.81
H 0.18 -3.22 0.60
H 2.19 -1.38 0.98
O 1.72 1.16 -1.69
C 0.75 0.31 -0.97
C -0.55 1.14 -0.85
H 1.15 0.17 0.08
H 0.62 -0.67 -1.43
C -0.04 2.59 -0.97
H -1.09 0.87 0.07
H -1.19 0.92 -1.71
C 1.49 2.44 -1.04
H -0.38 3.25 -0.17
H -0.36 3.00 -1.93
H 1.93 2.40 -0.02
H 1.99 3.26 -1.60
F 2.48 2.85 5.37
C 2.47 2.43 4.08
F 2.88 3.45 3.28
F 3.36 1.41 3.98
S 0.76 1.80 3.62
O 0.57 0.72 4.59
O -0.09 2.97 3.75
O 0.92 1.33 2.23

Values from the calculation:
- charge = -1
- ΔE to the lowest compared entry with this formula, charge and spin (kcal/mol) = 0.0
- HOMO energy (spin up / spin down) (eV) = -3.65 / -4.11
- multiplicity = 3
- <S²> = 2.016
- frontier orbital gap (spin up / spin down) (eV) = 6.12 / 6.24
- E_tot (hartree) = -1980.646211

---

Entry 2:
Entry from the Open Molecules 2025 dataset: a molecular structure, C44H52O16S4 at a distorted geometry (wB97M-V/def2-TZVPD).

Geometry (Å):
C -1.05 -0.79 4.46
C -1.20 -2.07 5.36
O -1.84 -2.98 4.57
S -2.95 -2.23 3.55
O -4.17 -1.81 4.27
O -3.15 -3.13 2.41
O -1.90 -0.99 3.31
H -0.05 -0.67 4.04
H -1.25 0.23 4.79
H -1.82 -1.80 6.21
H -0.23 -2.39 5.76
C 0.70 2.53 -4.77
C -0.47 2.56 -3.76
O -0.81 1.14 -3.61
S -0.62 0.26 -4.93
O -1.85 0.17 -5.74
O 0.11 -1.01 -4.60
O 0.37 1.39 -5.62
H 1.73 2.36 -4.47
H 0.56 3.38 -5.44
H -1.41 2.92 -4.18
H -0.17 2.87 -2.76
C -1.38 -0.54 0.08
C 0.01 -1.05 0.37
O 0.73 0.12 0.51
S -0.22 1.46 0.82
O 0.17 2.52 -0.14
O -0.07 1.67 2.27
O -1.62 0.76 0.48
H -2.07 -1.06 0.73
H -1.58 -0.59 -0.99
H 0.54 -1.51 -0.46
H 0.12 -1.72 1.23
C 4.70 0.71 3.05
C 3.57 1.64 2.44
O 3.13 0.94 1.31
S 4.42 0.13 0.63
O 5.25 1.13 -0.11
O 3.97 -1.00 -0.15
O 5.18 -0.23 2.09
H 4.43 0.14 3.94
H 5.56 1.37 3.17
H 3.96 2.55 1.98
H 2.78 1.91 3.15
C 1.96 5.83 3.77
C 1.98 4.98 2.63
C 3.09 5.02 1.79
C 4.15 5.95 2.01
C 4.10 6.80 3.16
C 3.02 6.82 4.00
H 1.26 5.78 4.58
H 1.19 4.24 2.58
H 3.20 4.24 1.04
H 5.06 6.01 1.45
H 4.95 7.44 3.32
H 3.00 7.56 4.79
C -3.53 -3.01 -1.03
C -2.33 -3.43 -1.39
C -1.97 -3.35 -2.71
C -2.93 -3.04 -3.69
C -4.25 -2.76 -3.26
C -4.50 -2.67 -1.95
H -3.83 -2.98 0.01
H -1.52 -3.41 -0.68
H -0.95 -3.64 -2.90
H -2.52 -2.99 -4.69
H -5.04 -2.58 -3.97
H -5.53 -2.49 -1.68
C 2.20 5.70 -3.98
C 1.11 6.62 -3.90
C 0.36 6.74 -2.75
C 0.69 5.95 -1.65
C 1.86 5.11 -1.67
C 2.60 5.07 -2.81
H 2.77 5.59 -4.89
H 0.84 7.12 -4.81
H -0.55 7.32 -2.87
H 0.19 6.07 -0.70
H 2.20 4.62 -0.78
H 3.53 4.54 -2.75
C 4.04 -3.87 -4.19
C 3.36 -3.33 -3.13
C 2.23 -4.01 -2.61
C 1.71 -5.11 -3.32
C 2.54 -5.68 -4.26
C 3.69 -5.10 -4.78
H 4.95 -3.39 -4.53
H 3.81 -2.47 -2.65
H 1.69 -3.60 -1.77
H 0.89 -5.65 -2.87
H 2.27 -6.65 -4.67
H 4.26 -5.65 -5.51
C 1.65 -6.29 2.81
C 2.18 -5.13 2.16
C 1.27 -4.20 1.69
C -0.07 -4.36 1.80
C -0.59 -5.46 2.36
C 0.27 -6.48 2.88
H 2.21 -7.15 3.13
H 3.22 -4.98 1.92
H 1.59 -3.30 1.18
H -0.82 -3.67 1.46
H -1.66 -5.62 2.33
H 0.00 -7.35 3.45
C -7.32 -0.17 0.42
C -8.05 0.62 1.16
C -7.53 1.14 2.35
C -6.22 0.83 2.65
C -5.34 0.13 1.84
C -5.92 -0.39 0.71
H -7.67 -0.58 -0.52
H -9.04 0.99 0.95
H -8.23 1.67 2.98
H -5.76 1.19 3.56
H -4.28 0.03 2.05
H -5.32 -0.98 0.04

Values from the calculation:
- ΔE to the lowest compared entry with this formula, charge and spin (kcal/mol) = 0.0
- HOMO energy (eV) = -8.99
- multiplicity = 1
- frontier orbital gap (eV) = 8.98
- E_tot (hartree) = -4504.122659

---

Entry 3:
Entry from the Open Molecules 2025 dataset: 2 unconnected molecules or ions with the total composition C4H4F2N2 at a distorted geometry (wB97M-V/def2-TZVPD).

Geometry (Å):
N -2.35 1.12 -0.51
C -1.66 0.45 0.22
C -0.89 -0.39 0.86
F -1.34 -1.64 0.98
H -3.09 1.65 -0.25
H -0.05 -0.24 1.63
N 1.24 0.54 -1.90
C 1.49 0.05 -0.80
C 1.89 -0.64 0.21
F 2.38 -0.02 1.39
H 0.30 0.86 -2.21
H 2.07 -1.73 0.37

Values from the calculation:
- SMILES = N=C=CF.N=C=CF
- ΔE to the lowest compared entry with this formula, charge and spin (kcal/mol) = 108.7
- HOMO energy (eV) = -8.51
- multiplicity = 1
- frontier orbital gap (eV) = 8.84
- E_tot (hartree) = -463.886771

---

Entry 4:
Entry from the Open Molecules 2025 dataset: 5 unconnected molecules or ions with the total composition C5H20O5 at a distorted geometry (wB97M-V/def2-TZVPD).

Geometry (Å):
C 1.13 -2.86 -1.58
O 1.06 -3.46 -2.89
H 2.15 -2.73 -1.22
H 0.68 -1.86 -1.55
H 0.61 -3.50 -0.87
H 0.14 -3.60 -3.12
C -2.81 2.16 2.90
O -1.77 1.43 3.44
H -3.34 2.77 3.62
H -2.33 2.86 2.21
H -3.54 1.58 2.33
H -1.28 1.08 2.68
C 2.74 -0.87 2.14
O 2.00 -1.60 1.18
H 2.74 -1.38 3.10
H 3.80 -0.84 1.87
H 2.39 0.15 2.28
H 2.16 -2.53 1.31
C -0.90 -0.15 0.08
O -0.26 0.06 1.35
H -0.23 0.16 -0.73
H -1.23 -1.18 0.00
H -1.78 0.48 0.08
H 0.48 -0.54 1.32
C -0.09 2.57 -3.32
O -1.49 2.40 -3.03
H 0.46 2.30 -2.42
H 0.18 1.88 -4.11
H 0.08 3.62 -3.57
H -1.77 1.59 -3.48

Values from the calculation:
- charge = +1
- ΔE to the lowest compared entry with this formula, charge and spin (kcal/mol) = 16.4
- HOMO energy (spin up / spin down) (eV) = -12.73 / -12.72
- multiplicity = 2
- <S²> = 0.754
- frontier orbital gap (spin up / spin down) (eV) = 9.67 / 2.69
- E_tot (hartree) = -578.231507

---

Entry 5:
Entry from the Open Molecules 2025 dataset: 2 unconnected molecules or ions with the total composition C4H8N4 at a distorted geometry (wB97M-V/def2-TZVPD).

Geometry (Å):
H 0.46 -1.79 -1.17
N -0.38 -1.96 -0.62
C -0.65 -1.17 0.29
C 0.44 0.16 0.83
C 1.33 -0.56 1.60
N 0.61 1.50 1.11
H -1.47 -1.17 1.00
H 1.73 -0.24 2.55
H 1.42 -1.63 1.62
H 1.01 1.84 1.97
H 0.29 2.27 0.54
N -1.75 1.69 -0.78
C -0.92 0.90 -1.13
N -0.83 0.16 -2.30
H -1.31 0.42 -3.14
H 0.01 -0.40 -2.37

Values from the calculation:
- SMILES = [H]/N=C\C(=C)N.N#CN
- ΔE to the lowest compared entry with this formula, charge and spin (kcal/mol) = 133.4
- HOMO energy (eV) = -7.96
- multiplicity = 1
- frontier orbital gap (eV) = 7.90
- E_tot (hartree) = -376.035806

---

Entry 6:
Entry from the Open Molecules 2025 dataset: 5 unconnected molecules or ions with the total composition C31H65BO6 at a distorted geometry (wB97M-V/def2-TZVPD).

Geometry (Å):
O -4.66 2.18 -3.75
C -5.61 1.39 -4.16
O -6.94 1.89 -3.82
C -7.56 0.58 -3.64
O -8.73 0.32 -4.17
C -6.55 -0.66 -3.47
B -6.79 -2.11 -2.77
O -6.92 -3.46 -3.26
O -6.67 -2.00 -1.30
C -5.29 -0.19 -4.19
C -4.00 -1.07 -4.65
C -2.84 -1.43 -3.60
C -2.22 -2.89 -4.14
O -0.79 -2.99 -3.77
H -6.05 -3.93 -3.08
H -6.63 -1.04 -0.99
H -3.57 -0.51 -5.62
H -4.45 -2.05 -5.08
H -3.31 -1.49 -2.54
H -1.97 -0.66 -3.73
H -2.77 -3.76 -3.57
H -2.36 -2.95 -5.32
H -0.72 -3.60 -2.96
C -2.47 2.05 -0.92
C -2.88 3.36 -1.58
C -1.75 4.38 -1.67
C -1.18 4.86 -0.33
C -2.20 5.49 0.63
C -2.84 6.75 0.07
H -2.16 2.21 0.12
H -3.30 1.35 -0.92
H -1.64 1.59 -1.46
H -3.74 3.78 -1.05
H -3.23 3.14 -2.60
H -2.10 5.25 -2.25
H -0.92 3.95 -2.25
H -0.39 5.59 -0.53
H -0.70 4.02 0.18
H -1.69 5.74 1.56
H -2.98 4.77 0.89
H -2.09 7.51 -0.16
H -3.53 7.18 0.81
H -3.42 6.55 -0.83
C 4.09 -0.65 1.72
C 4.08 0.42 0.63
C 2.85 1.33 0.68
C 1.51 0.63 0.45
C 1.38 -0.14 -0.87
C 1.49 0.75 -2.09
H 3.24 -1.33 1.61
H 5.00 -1.24 1.66
H 4.04 -0.19 2.71
H 4.17 -0.06 -0.35
H 4.98 1.04 0.75
H 2.98 2.12 -0.07
H 2.82 1.83 1.65
H 0.72 1.39 0.50
H 1.32 -0.06 1.28
H 0.40 -0.63 -0.88
H 2.12 -0.94 -0.92
H 0.73 1.54 -2.08
H 1.35 0.16 -3.00
H 2.47 1.23 -2.16
C 5.26 4.44 6.08
C 3.83 4.69 5.65
C 2.80 3.96 6.52
C 2.88 2.43 6.50
C 2.76 1.78 5.12
C 1.42 2.03 4.45
H 5.54 3.38 5.99
H 5.95 5.01 5.45
H 5.42 4.75 7.12
H 3.70 4.41 4.60
H 3.63 5.76 5.71
H 1.79 4.27 6.21
H 2.91 4.30 7.56
H 2.10 2.03 7.15
H 3.83 2.11 6.95
H 2.89 0.69 5.24
H 3.57 2.11 4.46
H 0.59 1.67 5.08
H 1.37 1.51 3.49
H 1.26 3.10 4.26
C 1.66 -8.96 -1.25
C 1.25 -7.65 -1.91
C 2.38 -6.63 -2.00
C 2.95 -6.15 -0.66
C 1.93 -5.52 0.29
C 1.29 -4.26 -0.26
H 1.97 -8.81 -0.21
H 0.83 -9.66 -1.26
H 2.50 -9.42 -1.79
H 0.39 -7.23 -1.38
H 0.90 -7.87 -2.93
H 2.03 -5.76 -2.58
H 3.21 -7.06 -2.59
H 3.74 -5.42 -0.86
H 3.43 -6.99 -0.15
H 2.44 -5.27 1.23
H 1.15 -6.25 0.56
H 2.05 -3.50 -0.49
H 0.60 -3.83 0.48
H 0.71 -4.46 -1.17

Values from the calculation:
- SMILES = O=C1OC(=O)C(B(O)O)=C1CCCO.CCCCCC.CCCCCC.CCCCCC.CCCCCC
- HOMO energy (eV) = -10.27
- multiplicity = 1
- frontier orbital gap (eV) = 8.65
- E_tot (hartree) = -1696.356064

---

- E_tot of number 1 (C20H28F3O5PdS)?
  -1980.646211 hartree